{"formula": "C3H3OS", "method": "ωB97M-V/def2-TZVPD", "elements": ["S", "O", "C", "C", "C", "H", "H", "H"], "coordinates": [[-0.21122, -1.68581, 0.42241], [1.15583, 0.38111, 0.01956], [-0.99899, -0.26940, -0.14700], [-0.09552, 0.72829, -0.30578], [1.23590, -0.83607, 0.40522], [-0.26788, 1.73592, -0.65079], [-2.05848, -0.24474, -0.32251], [2.37976, -1.45182, 0.93595]], "forces_ev_per_angstrom": [[0.6, 0.6, -0.1], [1.1, 0.2, 0.1], [0.5, 0.5, -0.1], [-2.0, -0.2, -0.3], [3.5, -3.8, 2.5], [0.3, 0.0, 0.0], [-0.1, 0.1, -0.1], [-3.8, 2.6, -2.1]], "spin_multiplicity": 1, "charge": 1, "e_homo_ev": -15.91, "lumo_ev": -5.5, "energy_ev": -16032.7485, "homo_lumo_gap_ev": 10.4}